{"formula": "C45H37LuN3O2P2S2", "method": "the ωB97M-V functional and the def2-TZVPD basis", "homo_ev": -4.0022, "total_charge": -1, "max_force_ev_per_a": 3.53, "relative_energy_kcal_mol": 39.4, "gap_ev": 6.3, "symbols": ["Lu", "O", "C", "C", "C", "C", "C", "C", "C", "N", "N", "C", "O", "C", "C", "C", "C", "C", "C", "H", "H", "H", "H", "H", "H", "H", "H", "H", "H", "C", "N", "P", "C", "C", "C", "C", "C", "C", "C", "C", "C", "C", "C", "C", "P", "C", "C", "C", "C", "C", "C", "C", "C", "C", "C", "C", "C", "H", "H", "H", "H", "H", "H", "H", "H", "H", "H", "H", "H", "H", "H", "H", "H", "H", "H", "H", "H", "H", "H", "H", "S", "C", "C", "C", "C", "C", "C", "S", "H", "H", "H", "H"], "xyz": [[-0.17787, 1.80312, -0.25119], [-1.54856, 0.75010, -1.46977], [-1.96229, 1.13060, -2.65733], [-3.35911, 0.83333, -2.89963], [-3.98792, 1.10255, -4.08072], [-3.21683, 1.74233, -5.10694], [-1.85447, 1.96291, -4.91217], [-1.21260, 1.67028, -3.67989], [0.22772, 1.95605, -3.59333], [0.80591, 2.28562, -2.46826], [2.21993, 2.38582, -2.49524], [2.64724, 1.72214, -1.46498], [1.93660, 1.30536, -0.48593], [4.13946, 1.41926, -1.39366], [4.64060, 0.57509, -0.43477], [6.00387, 0.30441, -0.37164], [6.90424, 0.92932, -1.23663], [6.35879, 1.75228, -2.24287], [5.00183, 2.01447, -2.34836], [-3.97354, 0.60935, -2.03456], [-5.06978, 0.93191, -4.26153], [-3.61020, 2.00420, -6.07292], [-1.28562, 2.43384, -5.67089], [0.84166, 1.90573, -4.44930], [3.95798, -0.04595, 0.21049], [6.34200, -0.46855, 0.26552], [7.93214, 0.57877, -1.39209], [7.03936, 2.25965, -3.01337], [4.70480, 2.70546, -3.04569], [-1.00636, -2.92596, 1.36338], [-0.62958, -1.67268, 0.74087], [-0.53576, -0.21328, 1.56077], [0.55778, -0.46252, 2.96631], [0.35757, -1.25657, 4.12455], [1.39166, -1.52898, 5.00038], [2.57656, -0.87721, 4.80184], [2.71532, 0.10591, 3.83295], [1.80248, 0.15249, 2.83596], [-2.17336, 0.05288, 2.26204], [-3.20859, -0.50898, 1.46528], [-4.52044, -0.27826, 1.85832], [-4.79189, 0.33755, 3.06513], [-3.75361, 0.90221, 3.78096], [-2.41900, 0.71496, 3.46628], [0.12540, -1.60815, -0.82540], [-0.95693, -2.45563, -1.95410], [-1.54393, -3.75195, -1.78619], [-2.19892, -4.39620, -2.81453], [-2.38448, -3.73961, -4.06393], [-1.75741, -2.48983, -4.26766], [-1.10298, -1.91119, -3.21449], [1.34300, -3.00056, -0.55164], [1.67743, -3.83976, -1.61280], [2.67132, -4.78472, -1.52145], [3.34036, -4.95694, -0.32214], [3.04036, -4.15315, 0.79630], [2.04073, -3.18300, 0.66130], [-0.51755, -3.12934, 2.26598], [-0.58873, -3.78376, 0.79916], [-2.11837, -3.00313, 1.36419], [-0.58998, -1.71711, 4.30445], [1.25481, -2.22482, 5.81719], [3.40511, -1.00082, 5.50250], [3.68990, 0.60832, 3.78750], [1.88535, 0.90672, 2.05136], [-2.99484, -1.04203, 0.55529], [-5.41496, -0.73882, 1.34435], [-5.79526, 0.28149, 3.50851], [-4.07610, 1.51758, 4.61454], [-1.63676, 1.30227, 4.01388], [-1.33001, -4.26727, -0.83671], [-2.72510, -5.32249, -2.73195], [-2.93176, -4.30473, -4.84968], [-1.84523, -1.94226, -5.18376], [-0.53524, -0.98264, -3.40938], [1.28031, -3.64419, -2.55354], [2.98900, -5.33080, -2.40332], [4.00382, -5.78619, -0.23538], [3.51361, -4.41607, 1.73554], [1.74804, -2.56519, 1.52990], [0.35032, 3.01130, 2.04251], [-0.93906, 4.15326, 2.37375], [-0.84439, 4.92697, 3.54716], [-1.80731, 5.91652, 3.77833], [-2.81751, 6.20014, 2.86691], [-2.83046, 5.48934, 1.66707], [-1.89252, 4.50304, 1.39441], [-2.07010, 3.62271, -0.11195], [-0.02567, 4.79847, 4.20554], [-1.80995, 6.45292, 4.69426], [-3.52458, 6.96830, 3.06586], [-3.56096, 5.71200, 0.89488]], "forces_ev_per_a": [[0.41, 0.97, -0.59], [0.46, 0.34, -0.42], [-2.29, -1.42, 1.08], [0.01, 0.84, 0.15], [0.34, 0.98, -1.28], [0.89, -0.71, 0.41], [-1.46, -0.53, 1.17], [0.80, 0.67, -1.29], [0.00, 0.83, 2.99], [-0.98, -0.45, -1.05], [-0.87, -0.76, -0.70], [1.39, 0.06, 0.57], [-0.03, -0.35, 0.37], [-0.86, 1.42, -1.25], [-0.41, -1.42, 0.82], [0.35, 0.62, -0.90], [-0.78, -0.52, -1.30], [1.23, 0.91, -0.87], [1.20, -1.75, 2.83], [0.33, -0.54, 0.06], [0.85, 0.06, 0.37], [-0.42, 0.01, -0.12], [0.50, 0.33, -0.74], [0.63, -0.09, -1.19], [0.60, 1.11, -0.65], [0.36, -0.55, 0.79], [-0.29, 0.36, 0.67], [-0.89, -0.91, 1.25], [-1.17, 1.25, -1.56], [-1.03, -0.86, -2.02], [0.51, -0.40, -0.55], [-0.08, 0.38, 0.39], [0.57, -0.86, 1.22], [-0.28, 0.12, -1.28], [-0.45, -0.12, -0.20], [1.14, 0.86, 1.18], [2.12, -1.30, 0.35], [-1.41, 1.85, -0.89], [-0.15, -1.50, -0.52], [-0.23, 1.39, 1.01], [-1.39, -1.62, -0.23], [-0.06, -0.21, 0.05], [-0.58, 0.33, 1.07], [0.06, 1.39, -0.70], [1.06, -0.29, 1.36], [-1.55, -2.27, -0.87], [1.08, 0.42, 0.88], [-0.75, 1.48, -1.33], [0.79, -0.04, 0.25], [-1.51, -1.77, 0.03], [1.68, 1.75, 0.19], [0.39, -0.19, 0.24], [0.74, 0.67, 0.86], [0.56, 0.00, 0.23], [-0.63, 0.36, 0.62], [-0.61, -0.64, -1.13], [-0.23, 0.37, 0.42], [0.22, 0.42, 2.02], [-0.48, 0.58, -0.14], [0.79, -0.23, 0.52], [-0.60, -0.16, -0.02], [-0.01, 0.02, 0.02], [-0.24, -0.15, -0.10], [-0.63, 0.12, -0.17], [0.40, -0.48, -0.07], [0.16, 0.04, -0.19], [1.33, 0.52, 0.20], [0.36, 0.52, -0.48], [0.47, -0.13, 0.29], [-0.61, -0.96, -0.59], [-0.50, 0.13, -0.68], [0.15, -0.65, 0.52], [0.43, 0.78, 0.50], [0.01, 0.03, -0.45], [-0.62, -0.34, 0.11], [-0.99, 0.13, -1.52], [-0.21, -0.16, 0.10], [0.71, -0.28, 0.16], [-0.05, 0.46, 0.06], [0.33, -0.31, -0.47], [-0.01, -0.21, 0.26], [0.81, 0.95, -0.04], [-1.72, 0.40, -1.23], [0.10, -0.52, -0.15], [0.94, -1.04, -0.61], [-0.25, 0.66, 0.29], [-0.30, -0.75, 0.20], [0.07, -0.08, -0.23], [0.56, -0.31, 0.64], [0.25, 0.49, 0.76], [-0.54, 0.48, 0.12], [0.01, -0.01, 0.12]]}